No. 1
Formula: C29H49BClFN10
Source: the Open Molecules 2025 dataset
Level of theory: ωB97M-V/def2-TZVPD

2S+1: 1
SMILES: CCCCB([C@H](Cl)CC)[C@@H](C)F.CC#N.CC#N.CC#N.CC#N.CC#N.CC#N.CC#N.CC#N.CC#N.CC#N
Relative energy (zero: lowest compared OMol25 entry of this formula, charge and spin) in eV: 0.000

Last column: Löwdin charge in e.
CARTESIAN COORDINATES (ANGSTROEM)
C -0.2469 -0.9955 5.4411  -0.10
C -1.1177 -1.6349 4.3623  -0.26
C -0.3649 -2.4768 3.3447  -0.20
C 0.7069 -1.6731 2.5405  -0.09
B -0.0289 -1.1022 1.2785  -0.30
C -0.4087 0.4327 1.2982  -0.53
Cl -1.2774 1.0166 -0.1867  0.66
C 0.7713 1.3701 1.5614  -0.28
C 1.7687 1.4207 0.4220  -0.11
C -0.3798 -2.1019 0.1017  -0.27
C 0.2786 -1.7642 -1.2199  -0.06
F 0.0885 -3.4074 0.4543  -0.07
H 0.3717 -1.7561 5.9130  0.08
H 0.3782 -0.2048 5.0348  0.06
H -0.8700 -0.5233 6.1944  0.02
H -1.8188 -2.3010 4.8673  0.10
H -1.7263 -0.8711 3.8806  0.10
H -1.0982 -2.8528 2.6267  0.10
H 0.0887 -3.3531 3.7974  0.11
H 1.5356 -2.3143 2.2561  0.11
H 1.0689 -0.8836 3.1909  0.07
H -1.1189 0.5708 2.1137  0.10
H 0.3598 2.3719 1.6924  0.11
H 1.2670 1.1388 2.4988  0.11
H 1.3202 1.6969 -0.5256  0.05
H 2.5062 2.1876 0.6494  0.06
H 2.3240 0.4891 0.3291  0.08
H -1.4629 -2.2080 -0.0084  0.13
H 1.3634 -1.8109 -1.1428  0.05
H -0.0191 -0.8004 -1.6131  0.05
H -0.0109 -2.5196 -1.9465  0.02
C 4.1026 2.1853 -2.7236  -0.08
C 4.4395 2.9031 -1.5067  -0.28
N 4.6064 3.4286 -0.5001  0.12
H 3.0655 2.3716 -3.0001  0.07
H 4.7275 2.4882 -3.5596  0.05
H 4.2256 1.1100 -2.5867  0.06
C 2.9922 -3.9237 -1.4431  -0.07
C 3.6372 -2.6581 -1.7570  -0.28
N 4.1469 -1.6588 -2.0009  0.14
H 1.9062 -3.8471 -1.5326  0.01
H 3.3315 -4.7070 -2.1191  0.09
H 3.2244 -4.2353 -0.4256  0.09
C -0.6320 4.2810 -1.3816  -0.08
C 0.3122 4.4709 -2.4728  -0.27
N 1.0625 4.6162 -3.3292  0.12
H -1.6392 4.1178 -1.7613  0.08
H -0.3610 3.4143 -0.7826  0.01
H -0.6574 5.1503 -0.7261  0.09
C 6.7168 2.0352 -6.5125  -0.06
C 5.4052 1.5016 -6.1790  -0.28
N 4.3699 1.0820 -5.9154  0.15
H 7.4721 1.6551 -5.8266  0.09
H 7.0007 1.7521 -7.5245  0.08
H 6.7167 3.1222 -6.4518  0.09
C -4.0627 -3.5228 -1.3892  -0.08
C -3.0557 -3.2074 -2.3894  -0.25
N -2.2639 -2.9554 -3.1812  0.17
H -5.0405 -3.6286 -1.8529  0.07
H -3.8248 -4.4512 -0.8711  0.09
H -4.1348 -2.7278 -0.6495  0.08
C -2.5987 -0.2583 9.6596  -0.07
C -1.8341 0.4984 8.6808  -0.27
N -1.2304 1.0954 7.9085  0.13
H -3.2482 -0.9825 9.1713  0.09
H -1.9370 -0.7977 10.3355  0.08
H -3.2287 0.3988 10.2551  0.04
C -5.0183 -0.1569 -4.7379  -0.07
C -5.5101 -0.7255 -3.4935  -0.27
N -5.8977 -1.1735 -2.5112  0.14
H -5.4813 0.8096 -4.9295  0.08
H -3.9393 -0.0183 -4.6939  0.08
H -5.2420 -0.8148 -5.5757  0.08
C 0.1364 -3.8215 -5.0406  -0.07
C 0.0968 -4.2667 -3.6569  -0.30
N 0.0715 -4.6079 -2.5618  0.15
H -0.3179 -2.8373 -5.1389  0.07
H 1.1636 -3.7584 -5.3963  0.08
H -0.4057 -4.5133 -5.6829  0.08
C -5.2323 3.4339 11.6383  -0.07
C -5.4973 2.0790 11.1789  -0.28
N -5.7058 1.0115 10.8132  0.13
H -4.6014 3.9646 10.9273  0.08
H -6.1611 3.9903 11.7503  0.08
H -4.7249 3.4218 12.6013  0.08
C 2.1471 3.6203 -7.6768  -0.07
C 2.8612 4.1321 -8.8360  -0.29
N 3.4325 4.5305 -9.7480  0.12
H 1.3391 2.9552 -7.9768  0.08
H 2.8140 3.0591 -7.0250  0.05
H 1.7123 4.4303 -7.0930  0.08


No. 2
Formula: C29H49BNO13
Source: the Open Molecules 2025 dataset
Level of theory: ωB97M-V/def2-TZVPD

Net charge: +1
2S+1: 1

Last column: Löwdin charge in e.
CARTESIAN COORDINATES (ANGSTROEM)
O -3.5859 -5.1212 -0.5451  0.19
B -3.0641 -3.9658 -1.0880  -0.76
O -3.8768 -3.2245 -1.8937  0.23
O -1.6971 -3.6540 -0.7891  0.17
C -1.0271 -3.6771 -1.9828  -0.21
C -1.0705 -4.7477 -2.8334  0.03
C -0.3973 -4.7341 -4.0903  -0.01
C 0.3303 -3.6489 -4.5048  -0.01
C 0.4199 -2.5460 -3.6298  -0.11
C 1.1787 -1.4003 -4.0490  0.05
C 1.2504 -0.3570 -3.1947  -0.02
N 0.6267 -0.3929 -1.9908  0.13
C -0.0852 -1.4138 -1.5805  0.06
C -0.2465 -2.5518 -2.3746  -0.04
H -2.8699 -5.7592 -0.4514  0.12
H -3.5693 -2.3178 -1.9981  0.12
H -1.6173 -5.6614 -2.5994  0.14
H -0.4975 -5.6071 -4.7341  0.13
H 0.8304 -3.6446 -5.4691  0.13
H 1.6551 -1.4346 -5.0246  0.12
H 1.8027 0.5362 -3.4751  0.14
H 0.7064 0.4111 -1.3667  0.15
H -0.5382 -1.3560 -0.5904  0.17
O 2.1384 2.6367 -0.9833  0.08
C 1.5477 2.9219 0.0324  -0.52
O 0.5075 2.1606 0.4039  -0.03
C -0.1596 2.2502 1.6764  -0.22
C -1.2428 3.3048 1.6564  -0.06
C 1.8954 4.1472 0.8278  0.03
H 0.5563 2.4017 2.4847  0.12
H -0.6126 1.2742 1.8439  0.10
H -0.8313 4.2996 1.4786  0.07
H -1.7809 3.3169 2.6037  0.08
H -1.9522 3.1045 0.8524  0.09
H 1.3705 5.0054 0.4087  0.11
H 2.9715 4.3178 0.7528  0.05
H 1.6686 4.0596 1.8879  0.08
O -2.6694 0.0712 2.6846  0.08
C -3.6105 0.2174 3.4216  -0.52
O -4.1131 1.4464 3.6121  -0.01
C -5.3431 1.7037 4.3008  -0.23
C -5.1284 1.8066 5.7959  -0.06
C -4.1716 -0.9434 4.1986  0.02
H -6.0997 0.9632 4.0384  0.11
H -5.7019 2.6591 3.9198  0.12
H -4.7561 0.8706 6.2132  0.07
H -6.0605 2.0624 6.3003  0.08
H -4.3858 2.5734 6.0201  0.08
H -3.6020 -1.0693 5.1190  0.10
H -4.0699 -1.8400 3.5901  0.07
H -5.2295 -0.8496 4.4323  0.08
O 4.6231 5.3397 1.0188  0.08
C 5.7156 4.8426 1.1130  -0.51
O 6.3910 4.9501 2.2637  0.01
C 7.5982 4.2340 2.5513  -0.23
C 8.8150 4.9719 2.0341  -0.06
C 6.3747 4.1798 -0.0702  0.02
H 7.5427 3.2094 2.1804  0.11
H 7.6506 4.1658 3.6369  0.12
H 8.7929 5.0720 0.9483  0.07
H 9.7289 4.4469 2.3131  0.08
H 8.8495 5.9806 2.4464  0.09
H 6.8837 4.9376 -0.6648  0.10
H 5.5995 3.7129 -0.6758  0.08
H 7.0754 3.3928 0.1989  0.07
O 3.4486 0.0949 -5.7089  0.08
C 3.9581 1.1841 -5.8017  -0.53
O 5.1041 1.4278 -5.1604  0.01
C 5.8967 2.6070 -5.3593  -0.22
C 5.4266 3.7438 -4.4763  -0.06
C 3.2806 2.3025 -6.5526  0.02
H 5.9280 2.8831 -6.4138  0.12
H 6.9130 2.3303 -5.0837  0.13
H 4.4049 4.0419 -4.7142  0.07
H 6.0746 4.6126 -4.5930  0.09
H 5.4337 3.4384 -3.4293  0.07
H 2.5765 2.8039 -5.8888  0.10
H 2.7349 1.8713 -7.3894  0.09
H 3.9688 3.0311 -6.9733  0.07
O -4.8588 -4.1766 3.0324  0.10
C -5.6719 -5.0274 2.7869  -0.52
O -6.5167 -5.4345 3.7460  0.01
C -7.6419 -6.2868 3.5064  -0.23
C -7.2479 -7.7481 3.5515  -0.06
C -5.6901 -5.7043 1.4408  0.01
H -8.1439 -6.0189 2.5756  0.11
H -8.3483 -6.0776 4.3086  0.12
H -6.5294 -7.9944 2.7688  0.07
H -8.1239 -8.3855 3.4283  0.08
H -6.7737 -7.9831 4.5049  0.09
H -4.9746 -6.5251 1.4443  0.10
H -5.3921 -4.9787 0.6968  0.07
H -6.6697 -6.0719 1.1413  0.08


No. 3
Formula: C29H49BaF16NO16S4
Source: the Open Molecules 2025 dataset
Level of theory: ωB97M-V/def2-TZVPD

2S+1: 1
Relative energy (zero: lowest compared OMol25 entry of this formula, charge and spin) in eV: 3.581

Last column: Löwdin charge in e.
CARTESIAN COORDINATES (ANGSTROEM)
Ba -0.6905 1.5631 -1.4394  1.98
O -0.9205 -0.0036 0.8134  -0.48
C -0.1461 -1.1499 0.5124  -0.39
C 1.2711 -1.0598 -0.2018  -0.42
O 1.3661 -0.3678 -1.4189  -0.46
H -0.7151 -1.8424 -0.1078  0.08
H 0.0317 -1.7812 1.3830  0.06
H 1.7442 -2.0383 -0.2847  0.06
H 1.9502 -0.6583 0.5503  0.06
O 0.7012 2.1343 -3.6442  -0.51
S 1.8850 2.2449 -4.5354  0.76
O 1.8374 2.8963 -5.8606  -0.29
O 3.2164 2.9465 -3.7530  -0.24
C 3.3734 2.6942 -2.3875  -0.30
C 4.7200 3.2787 -1.9194  -0.05
C 2.6037 0.5697 -4.8022  -0.08
H 3.3510 1.6258 -2.1727  0.10
H 2.5743 3.1516 -1.8041  0.10
H 4.8060 4.3640 -1.9735  0.08
H 5.5463 3.0071 -2.5763  0.07
H 5.0204 3.0273 -0.9022  0.07
H 2.7921 0.0866 -3.8434  0.04
H 3.5113 0.7019 -5.3911  0.08
H 1.8609 0.0187 -5.3790  0.07
O 0.9180 2.7882 0.4271  -0.45
S 1.7942 3.3071 1.4820  0.73
O 3.0025 4.0538 1.1468  -0.29
O 0.9124 4.2066 2.6448  -0.25
C 1.7441 4.8030 3.6195  -0.34
C 1.6619 4.2085 4.9360  -0.08
C 2.2769 1.9024 2.5719  -0.06
H 1.3057 5.8007 3.6436  0.13
H 2.7709 4.9880 3.3041  0.12
H 1.3057 4.8654 5.7295  0.09
H 2.6539 3.8429 5.2015  0.08
H 0.9947 3.3539 4.8241  0.07
H 2.9116 1.2886 1.9327  0.07
H 1.3201 1.4284 2.7907  0.05
H 2.8093 2.2267 3.4661  0.07
O -0.9115 -1.1103 -5.6944  -0.30
S -1.1826 -1.3939 -4.2820  0.69
O -1.2653 -0.2444 -3.3932  -0.46
O -2.5695 -2.2468 -4.2037  -0.26
C -3.2777 -2.3876 -2.9582  -0.29
C -4.5051 -3.2154 -3.1757  -0.05
C 0.0911 -2.7147 -3.7169  -0.06
H -3.4763 -1.3815 -2.5891  0.08
H -2.6593 -2.7600 -2.1415  0.12
H -5.1964 -2.6746 -3.8221  0.08
H -4.9635 -3.5065 -2.2306  0.09
H -4.1990 -4.0711 -3.7775  0.08
H -0.1302 -3.6871 -4.1569  0.07
H 0.0941 -2.8758 -2.6389  0.04
H 1.0663 -2.3319 -4.0179  0.04
O -4.4149 -1.4587 -0.1628  -0.27
S -4.2469 -0.0130 -0.1497  0.74
O -3.2388 0.6432 -1.0413  -0.49
O -5.7246 0.6042 -0.5880  -0.24
C -5.8543 1.9304 -0.8722  -0.34
C -7.2623 2.3199 -1.4078  -0.04
C -4.1423 0.6470 1.6221  -0.04
H -5.0881 2.1858 -1.6042  0.10
H -5.6000 2.5708 -0.0276  0.10
H -7.4168 3.3976 -1.3541  0.07
H -7.9600 1.9761 -0.6443  0.07
H -7.5666 1.9092 -2.3705  0.08
H -3.2127 0.2475 2.0275  0.05
H -5.0540 0.2944 2.1045  0.08
H -4.1293 1.7287 1.4888  0.04
N -2.3503 3.3735 0.0232  -0.05
C -3.2573 4.3559 -0.2526  -0.13
C -3.6939 5.2769 0.7063  -0.06
C -3.4149 5.0065 2.0384  -0.04
C -2.5192 3.9370 2.3440  -0.04
C -2.0230 3.1436 1.3266  -0.19
H -3.4589 4.6236 -1.2794  0.11
H -4.2719 6.1529 0.4514  0.10
H -3.8220 5.5998 2.8437  0.10
H -2.2020 3.7809 3.3645  0.10
H -1.3857 2.3141 1.5953  0.08
C -0.0740 -2.5469 4.2714  -0.10
C 0.1041 -4.0145 4.5462  -0.51
C 0.5326 -4.8272 3.3469  -0.37
F 0.7450 -6.0841 3.6983  0.13
F -0.3462 -4.6624 2.3551  0.12
F 1.0150 -4.1237 5.5129  0.15
F -1.0195 -4.4969 5.0559  0.16
O -0.2577 -1.7510 5.4023  0.05
C -0.0305 -0.3423 5.3491  -0.54
C -0.9850 0.4224 4.4036  -0.26
F -2.2734 0.1147 4.6533  0.10
F -0.9505 1.8026 4.5222  0.05
F -0.3150 0.0969 6.6050  0.14
F 1.2017 -0.0818 5.0791  0.21
H -0.9066 -2.4017 3.5831  0.15
H 0.8086 -2.2565 3.7015  0.14
H 1.5133 -4.4669 3.0363  0.17
H -0.8067 0.1678 3.3589  0.14
C 4.0756 -4.9774 -2.2093  -0.04
C 3.2747 -5.8417 -1.2061  -0.48
C 2.2060 -4.9817 -0.5436  -0.29
F 1.2105 -4.5968 -1.4232  0.07
F 1.6594 -5.6823 0.4447  0.11
F 2.7010 -6.9361 -1.7564  0.14
F 4.1513 -6.3148 -0.3491  0.16
O 4.4360 -3.6497 -1.7572  0.01
C 4.6303 -2.6260 -2.7729  -0.54
C 4.8580 -1.2236 -2.1564  -0.31
F 5.8208 -1.1286 -1.1895  0.09
F 5.1606 -0.2854 -3.0158  0.12
F 5.6516 -2.9313 -3.4845  0.21
F 3.5922 -2.5422 -3.5945  0.16
H 3.4405 -4.8061 -3.0784  0.13
H 4.9746 -5.4799 -2.5664  0.15
H 2.5997 -4.0731 -0.0881  0.15
H 3.9253 -0.8919 -1.7001  0.14


Short version: calculated total energy = -2266.78854, -2192.12163, -5609.01174 Ha, in the order given.
Short version: highest occupied orbital energy = -10.057, -11.772, -6.850 eV, in the order given.